(1)
This record from the Open Molecules 2025 dataset describes a single C14H22O molecule at a distorted geometry. The level of theory is ωB97M-V/def2-TZVPD.

Output
* Kohn-Sham gap: 9.35 eV
* net charge: 0
* highest occupied orbital energy: -8.64 eV
* multiplicity: 1
* relative energy (zero: lowest compared OMol25 entry of this formula, charge and spin): 38.9 kJ/mol

Last column: Mulliken charge in e.
Element x y z (Å)
C 2.0253 -1.4762 1.7808  -1.7478
C 2.1415 -0.4802 0.5904  2.2106
C 3.4506 0.3735 0.7198  -1.9523
C 0.8539 0.4374 0.6893  -1.5591
C -0.4095 -0.2518 0.1484  0.8364
C -0.0652 -0.4556 -1.3297  0.5298
C -0.7202 0.1851 -2.3768  -1.0052
C -1.8620 1.0841 -2.1310  -0.7700
C -1.8587 1.6585 -0.7101  -1.0957
C -1.7667 0.4913 0.3494  1.6035
C -2.9134 -0.5506 0.2017  -2.1123
C -1.8976 1.1476 1.7259  -2.0871
C 1.1043 -1.3333 -1.6944  -0.7422
C 2.2441 -1.2902 -0.7101  -0.2165
O 3.1082 -2.1258 -0.8930  -0.6141
H 1.9543 -0.9182 2.7431  0.3890
H 2.9303 -2.1470 1.8283  0.4006
H 1.1419 -2.0981 1.7227  0.3764
H 3.6517 0.9506 -0.1694  0.4488
H 4.3210 -0.3088 0.8925  0.3847
H 3.3914 1.1065 1.5196  0.4233
H 1.0264 1.3774 0.1555  0.1713
H 0.7030 0.6704 1.7683  0.5045
H -0.5315 -1.2416 0.5993  0.4314
H -0.3965 0.0125 -3.3730  0.4433
H -2.7965 0.6070 -2.3657  0.3276
H -1.8097 1.9966 -2.8054  0.4058
H -0.9916 2.2906 -0.5919  0.2842
H -2.7344 2.2758 -0.5745  0.4032
H -3.8633 -0.0052 0.2081  0.4135
H -2.9785 -1.2744 1.0058  0.4628
H -2.8575 -1.1028 -0.6877  0.5239
H -1.8687 0.3645 2.5075  0.3710
H -1.1054 1.8527 1.8677  0.4469
H -2.8466 1.6789 1.7766  0.4901
H 0.7571 -2.3587 -1.6723  0.2531
H 1.4686 -1.1425 -2.7158  0.3666



(2)
This record from the Open Molecules 2025 dataset describes a molecular structure, C14H23As2IMnNO2S2. The level of theory is ωB97M-V/def2-TZVPD.

Output
* Kohn-Sham gap (alpha / beta): 5.73 / 7.63 eV
* net charge: +2
* highest occupied orbital energy (alpha / beta): -14.15 / -14.56 eV
* multiplicity: 5

Last column: Mulliken charge in e.
Element x y z (Å)
Mn 0.0997 0.3146 -0.2484  -0.1619
C 0.4631 0.3506 3.7611  -1.2759
As -0.4232 -0.2657 2.1729  0.9398
C -2.2928 -0.1210 2.6313  -1.0581
C -0.1615 -2.1817 2.1164  0.3941
C 0.1820 -2.8589 3.2821  -0.3467
C 0.2778 -4.2439 3.2899  -0.7640
C 0.0277 -4.9624 2.1315  -0.8176
C -0.3013 -4.2952 0.9596  -0.5208
C -0.3928 -2.9071 0.9375  0.0430
As -0.8050 -2.0176 -0.7307  0.8021
C -2.6637 -2.3840 -1.0709  -1.0254
C 0.1154 -3.0420 -2.0717  -1.1659
H -0.0435 -0.0867 4.6187  0.4274
H 0.3803 1.4340 3.8009  0.4234
H 1.5112 0.0632 3.7487  0.4250
H -2.4618 -0.7450 3.5069  0.4536
H -2.9132 -0.4644 1.8074  0.2745
H -2.5340 0.9173 2.8486  0.4216
H 0.3684 -2.3185 4.2007  0.3452
H 0.5376 -4.7603 4.2046  0.4244
H 0.0892 -6.0425 2.1375  0.4197
H -0.4870 -4.8769 0.0653  0.3111
H -2.7890 -3.4650 -1.0949  0.4284
H -2.9505 -1.9505 -2.0263  0.4289
H -3.2789 -1.9586 -0.2818  0.3082
H -0.1903 -4.0828 -1.9977  0.4293
H 1.1906 -2.9623 -1.9347  0.3306
H -0.1642 -2.6543 -3.0492  0.4337
N 3.9589 -1.2308 -0.3414  -0.2835
C 2.9896 -0.3734 -0.5695  0.4756
O 1.8562 -0.5788 -0.0505  -0.3005
C 3.2675 0.8155 -1.4352  -1.0841
I 1.5271 2.0569 -1.6865  0.2360
H 3.7960 -2.0278 0.2580  0.2746
H 4.8837 -1.0964 -0.7208  0.2414
H 3.6040 0.5007 -2.4215  0.5210
H 4.0395 1.4334 -0.9790  0.5088
C -3.7500 4.3803 -1.8420  -0.8204
O -3.2975 3.1164 -1.2582  -0.2510
C -2.0298 2.8074 -1.3317  0.3103
S -0.8662 3.7576 -1.9692  -0.3291
S -1.9171 1.2120 -0.5334  0.1625
H -4.8275 4.3530 -1.7412  0.2397
H -3.4430 4.4229 -2.8827  0.3868
H -3.3123 5.1975 -1.2756  0.3840



(3)
This record from the Open Molecules 2025 dataset describes a molecular structure, C14H23AuN4OPS5. The level of theory is ωB97M-V/def2-TZVPD.

Output
* Kohn-Sham gap (alpha / beta): 7.77 / 6.22 eV
* net charge: +1
* highest occupied orbital energy (alpha / beta): -10.66 / -11.58 eV
* multiplicity: 3
* relative energy (zero: lowest compared OMol25 entry of this formula, charge and spin): 46.1 kJ/mol

Last column: Mulliken charge in e.
Element x y z (Å)
Au -0.5736 -0.3142 0.4058  0.4898
S -6.0898 3.4188 -2.3533  -0.1169
C -4.8529 2.5793 -1.7508  0.1398
S -3.5858 1.8889 -2.7381  -0.0087
C -2.6731 1.1707 -1.4662  0.2280
C -3.1831 1.3407 -0.1687  0.2394
S -2.4456 0.7571 1.2361  -0.1974
S -4.6505 2.2404 -0.0490  -0.0155
S -1.2528 0.3214 -1.8292  -0.3761
C 2.7716 -0.8056 2.8287  -1.2018
N 3.2394 0.4001 2.1606  0.8486
C 4.6861 0.5195 2.0959  -1.0014
P 2.2466 1.7210 2.0127  -0.1838
O 0.8551 1.2582 1.7326  -0.6212
N 2.7916 2.7013 0.8051  0.4474
C 3.8770 3.6613 0.9509  -1.2552
C 2.0736 2.8168 -0.4559  -0.9186
N 2.4623 2.6384 3.3710  0.3418
C 1.7115 3.8901 3.4530  -1.0011
C 2.6499 1.9998 4.6688  -0.8411
H 3.0776 -1.6871 2.2574  0.2891
H 1.6865 -0.7932 2.9036  0.2987
H 3.1882 -0.9027 3.8366  0.4359
H 5.1048 -0.4133 1.7106  0.3751
H 5.1367 0.7097 3.0769  0.2576
H 4.9754 1.3198 1.4191  0.2575
H 4.3207 3.5907 1.9401  0.3856
H 3.5042 4.6810 0.8144  0.3931
H 4.6517 3.4837 0.1999  0.3630
H 1.2063 2.1607 -0.4601  0.1446
H 2.7250 2.5710 -1.3004  0.2997
H 1.7174 3.8418 -0.5958  0.3422
H 1.5821 4.3182 2.4602  0.3254
H 2.2604 4.6038 4.0688  0.3488
H 0.7211 3.7365 3.8915  0.3327
H 3.3492 1.1714 4.5907  0.2085
H 1.7091 1.6333 5.0931  0.2914
H 3.0727 2.7294 5.3601  0.3378
C 3.2887 -3.1792 -0.5121  -0.2922
C 3.3761 -1.8077 -0.6865  -0.8209
C 2.2650 -1.0291 -0.4270  0.1122
N 1.1077 -1.5594 -0.0150  -0.1011
C 1.0194 -2.8878 0.1495  -0.0157
C 2.0881 -3.7278 -0.0860  -0.6507
H 4.1423 -3.8140 -0.7087  0.4120
H 4.2891 -1.3371 -1.0224  0.4929
H 2.2895 0.0450 -0.5421  0.3681
H 0.0620 -3.2722 0.4735  0.3765
H 1.9727 -4.7921 0.0596  0.4360



(4)
This record from the Open Molecules 2025 dataset describes a molecular structure, C14H23BMnN6 at a distorted geometry. The level of theory is ωB97M-V/def2-TZVPD.

Output
* Kohn-Sham gap (alpha / beta): 5.61 / 6.11 eV
* net charge: 0
* highest occupied orbital energy (alpha / beta): -5.10 / -8.09 eV
* multiplicity: 6

Last column: Mulliken charge in e.
Element x y z (Å)
H 1.2103 -3.2065 0.6501  0.4827
N -0.2356 -1.8699 -0.1707  -0.2258
B -2.3055 -0.8597 -1.1696  -0.0236
N -1.5563 -2.0568 -0.5274  0.1180
C -1.9343 -3.3276 -0.3021  -0.1409
Mn 0.6847 0.3717 -0.6203  0.1223
H -2.9439 -3.6091 -0.5293  0.4603
C -0.8499 -4.0037 0.2433  -1.1264
H -0.8106 -5.0240 0.5638  0.4000
C 0.1817 -3.0726 0.3071  -0.0521
H -3.3847 -1.1539 -1.5734  -0.1021
C 1.6607 1.7950 -1.0441  -1.2940
H 2.6982 1.9753 -0.7295  0.3571
H 1.0345 2.4636 -0.4117  0.1848
H 1.6849 2.1243 -2.0892  0.5292
N -1.4437 -0.4043 -2.3804  -0.1171
N -2.3077 0.3058 -0.1539  0.1233
N -0.1272 0.0792 -2.1680  0.1889
N -1.1223 0.8990 0.2562  0.0025
C -1.6988 -0.4077 -3.6967  -0.0515
C -3.3548 0.9264 0.4113  -0.0829
H -2.6466 -0.7617 -4.0618  0.4741
H -4.3436 0.5700 0.1881  0.4540
C -0.5790 0.0592 -4.3715  -1.2320
C -2.8705 1.9276 1.2417  -1.3312
C 0.3770 0.3443 -3.4053  0.0078
C -1.4820 1.8749 1.1334  -0.2195
H -0.4384 0.1792 -5.4279  0.3975
H -3.4402 2.5978 1.8564  0.4044
H 1.3807 0.7599 -3.5154  0.4374
H -0.7358 2.5245 1.5912  0.5849
H 2.1044 -0.0049 -1.2287  0.2329
C 1.0444 0.7912 3.2510  -1.7500
C 1.9749 0.9270 2.0479  1.4090
C 3.4358 0.9519 2.5341  -1.7338
C 1.6755 -0.1873 1.0367  -1.0622
H 1.1591 -0.2078 3.6910  0.3937
H 0.0025 0.9154 2.9443  0.3603
H 1.2607 1.5465 4.0170  0.4046
H 1.7940 1.9005 1.5683  -0.0646
H 3.7047 0.0246 3.0538  0.3630
H 4.1331 1.0964 1.7049  0.3846
H 3.6020 1.7874 3.2266  0.4047
H 2.5990 -0.5116 0.5326  0.3976
H 1.2088 -1.0497 1.5260  0.5302



(5)
This record from the Open Molecules 2025 dataset describes 3 unconnected molecules or ions with the total composition C14H23BrO2P2 at a distorted geometry. The level of theory is ωB97M-V/def2-TZVPD.

Output
* Kohn-Sham gap: 7.43 eV
* net charge: 0
* highest occupied orbital energy: -7.76 eV
* multiplicity: 1

Last column: Mulliken charge in e.
Element x y z (Å)
C 4.1695 4.0120 1.4168  -0.9133
P 4.0651 2.1672 1.9009  0.1744
C 4.5313 1.0915 0.3936  -0.7383
P 2.1430 1.6230 2.7741  0.0026
Br 2.2634 -0.6377 3.1345  -0.2278
C 0.8042 2.0727 1.4880  0.3631
C -0.3673 3.1845 1.8536  -0.3998
C -1.4829 3.5871 0.7219  -0.3325
C -1.4572 2.9156 -0.7814  -0.3868
C -0.3050 1.7884 -1.1090  -0.3154
C 0.8403 1.3596 0.0120  0.1972
H 5.3074 4.2491 1.1656  0.2827
H 3.5607 4.2909 0.4491  0.2859
H 3.8555 4.7622 2.2650  0.3104
H 4.7601 1.7186 -0.5792  0.2892
H 5.5392 0.5258 0.6851  0.3186
H 3.7546 0.2650 0.1057  0.1112
H -0.4268 3.7150 2.8992  0.2706
H -2.3185 4.3830 1.0199  0.2538
H -2.2403 3.2183 -1.6218  0.2832
H -0.2473 1.2772 -2.1798  0.2703
H 1.6205 0.5504 -0.3319  -0.0914
C 0.8810 -3.0690 -3.1420  -1.2941
C 0.7384 -1.9472 -2.1485  0.8562
C -0.0606 -2.2211 -0.9026  -0.7113
O 1.2551 -0.8487 -2.3471  -0.5734
H 1.4827 -2.7275 -3.9910  0.3283
H 1.3863 -3.9177 -2.6742  0.3506
H -0.1041 -3.3676 -3.5091  0.3280
H 0.4027 -3.0321 -0.3349  0.3898
H -1.0877 -2.4820 -1.1699  0.1816
H -0.0786 -1.3217 -0.2779  0.1497
C -4.3987 -3.9688 0.8193  -1.1123
C -3.7095 -2.6673 0.5080  0.8233
C -4.5763 -1.4964 0.1290  -1.0754
O -2.4849 -2.5644 0.5615  -0.5451
H -3.6486 -4.7242 1.0766  0.2907
H -5.0708 -3.8390 1.6713  0.3369
H -4.9556 -4.3129 -0.0560  0.3292
H -5.2563 -1.2564 0.9503  0.3467
H -5.1411 -1.7303 -0.7769  0.3172
H -3.9430 -0.6249 -0.0678  0.2753



(6)
This record from the Open Molecules 2025 dataset describes a molecular structure, C14H23F3NPSn at a distorted geometry. The level of theory is ωB97M-V/def2-TZVPD.

Output
* Kohn-Sham gap (alpha / beta): 4.90 / 5.12 eV
* net charge: +2
* highest occupied orbital energy (alpha / beta): -15.46 / -15.46 eV
* multiplicity: 1

Last column: Mulliken charge in e.
Element x y z (Å)
C -2.5100 -3.7704 2.1511  -0.9115
C -1.4355 -4.1170 1.3450  -0.8198
C -0.7600 -3.1427 0.5936  0.0496
C -1.1658 -1.8052 0.6465  0.3648
C -2.2437 -1.4538 1.4613  1.1896
C -2.8816 -2.4320 2.2351  -0.8457
C 0.3374 -3.6932 -0.2713  -0.9656
C 0.6593 -3.0021 -1.6007  -1.0688
N -0.4775 -2.4321 -2.3508  0.3726
Sn -0.0837 -0.1879 -0.5608  0.6341
C -2.7289 -0.0268 1.6033  -1.4956
P -2.3212 0.9963 0.1414  0.6607
H -1.1098 -5.1551 1.2563  0.4505
H -3.7031 -2.1199 2.8855  0.5134
H -3.0417 -4.5381 2.7156  0.4420
H -2.2689 0.4492 2.4846  0.4496
H -3.8184 0.0032 1.7487  0.7825
H 1.2728 -3.7069 0.3059  0.4358
H 0.1234 -4.7542 -0.5139  0.4810
H 1.3730 -2.1614 -1.4330  0.4272
C -2.7214 2.6859 0.6734  -1.1478
C -3.5629 0.5121 -1.1051  -1.0981
H 1.2059 -3.7101 -2.2656  0.6075
C -1.8446 -2.9113 -2.1434  -0.8304
C -0.1823 -2.2968 -3.7808  -0.8489
H 1.5290 1.7665 -0.7735  -0.0705
H -2.2920 -3.1547 -3.1197  0.4505
H -1.9352 -3.7838 -1.4834  0.3415
H -2.4496 -2.1015 -1.7106  0.1668
H -0.9142 -2.8701 -4.3721  0.3546
H -0.2601 -1.2436 -4.0756  0.3398
H 0.8251 -2.6628 -4.0239  0.3819
H -4.5506 0.9159 -0.8579  0.4088
H -3.2557 0.9084 -2.0811  0.4251
H -3.6353 -0.5788 -1.1752  0.2159
H -3.7456 2.7531 1.0692  0.4217
H -2.0121 2.9911 1.4552  0.3806
H -2.6292 3.3721 -0.1774  0.4258
H 1.4358 1.9728 -1.5096  0.1443
F 1.6509 -1.0309 1.8767  -0.2291
C 0.9362 0.1266 1.6050  0.4626
F 0.1052 0.2754 2.6962  -0.2001
F 1.8207 1.1650 1.6710  -0.2489



(7)
This record from the Open Molecules 2025 dataset describes 3 unconnected molecules or ions with the total composition C14H23FN2O6 at a distorted geometry. The level of theory is ωB97M-V/def2-TZVPD.

Output
* Kohn-Sham gap: 8.26 eV
* net charge: 0
* highest occupied orbital energy: -8.97 eV
* multiplicity: 1

Last column: Mulliken charge in e.
Element x y z (Å)
C -2.2300 1.6606 0.3055  -0.5935
C -2.8986 0.2947 0.1572  -0.4130
C -3.1649 -0.1003 -1.2792  -0.6817
O -1.9546 -0.5807 -1.8735  -0.2497
C -1.6889 -0.0285 -3.1338  -0.4353
C -0.3615 -0.4961 -3.6310  0.2655
C 0.4283 0.1315 -4.5031  0.5137
F 0.2483 1.3019 -5.0883  -0.2705
C 1.6332 -0.7075 -4.7711  0.3147
O 2.6852 -0.4122 -5.2248  -0.4769
O 1.3047 -1.9692 -4.3081  -0.2818
C 0.3668 -1.7569 -3.2905  0.2701
O 0.2728 -2.4393 -2.3317  -0.4457
H -1.2299 1.6910 -0.1268  0.2890
H -2.2107 1.9163 1.3707  -0.0664
H -2.8543 2.4178 -0.1791  0.3404
H -2.2792 -0.4675 0.6313  0.2864
H -3.8604 0.3314 0.6744  0.3264
H -3.5943 0.7280 -1.8500  0.3913
H -3.8866 -0.9239 -1.3045  0.2899
H -1.7513 1.0642 -3.1428  0.3924
H -2.4362 -0.3996 -3.8552  0.3130
C 3.0412 -3.1996 -0.9373  -1.0968
N 3.9903 -4.2684 -0.6904  0.1505
C 5.2852 -4.2352 -1.3468  -0.9370
C 3.7141 -5.2989 0.1305  0.1438
O 4.4768 -6.2157 0.3679  -0.5950
H 2.7989 -3.1533 -1.9988  0.4696
H 3.4694 -2.2430 -0.6272  0.3143
H 2.1245 -3.3726 -0.3797  0.3010
H 5.4181 -5.1236 -1.9646  0.3013
H 6.0844 -4.2185 -0.6050  0.2989
H 5.3497 -3.3470 -1.9705  0.3646
H 2.7082 -5.2353 0.5797  0.2673
C -1.1560 5.3784 4.6794  -0.9061
N -1.6372 4.0179 4.5442  0.1127
C -1.5811 3.1256 5.6914  -0.9316
C -2.1365 3.5470 3.3906  0.1872
O -2.5498 2.4128 3.2281  -0.7092
H -0.1009 5.3810 4.9589  0.3429
H -1.7244 5.9067 5.4469  0.3356
H -1.2691 5.9057 3.7347  0.3030
H -0.9683 2.2545 5.4604  0.2913
H -2.5819 2.7770 5.9456  0.2917
H -1.1547 3.6556 6.5390  0.3784
H -2.1388 4.2930 2.5773  0.2430



(8)
This record from the Open Molecules 2025 dataset describes a single C14H23NO2 molecule at a distorted geometry. The level of theory is ωB97M-V/def2-TZVPD.

Output
* Kohn-Sham gap: 9.83 eV
* net charge: 0
* highest occupied orbital energy: -9.12 eV
* multiplicity: 1
* relative energy (zero: lowest compared OMol25 entry of this formula, charge and spin): 103.4 kJ/mol

Last column: Mulliken charge in e.
Element x y z (Å)
C -0.6791 -5.3125 -2.2011  -1.1814
C 0.2910 -4.1927 -2.3562  0.4795
O 0.9242 -4.0882 -3.4066  -0.5805
C 0.4898 -3.1875 -1.3329  -0.7138
C -0.0753 -1.8691 -1.6817  -0.2632
C 0.2343 -0.7912 -0.6308  0.4525
O 0.5544 -1.2066 0.5029  -0.6343
N -0.0728 0.5682 -0.8291  0.4028
C -0.3093 1.0678 -2.1820  -1.3157
C -0.3616 1.4782 0.2564  -0.7655
C -0.9737 0.9270 1.5485  -0.4755
C -1.7549 2.0922 2.2324  -1.0135
C -0.7032 3.0113 2.7251  -0.7745
C 0.6009 2.3462 2.2566  0.0795
C 0.2111 0.8814 2.4759  -1.0402
C 0.8020 2.4177 0.7105  0.1391
C 2.2930 2.0929 0.2144  -1.5630
H -0.3352 -6.1911 -1.7899  0.3475
H -1.2434 -5.4409 -3.1723  0.2920
H -1.4033 -4.9575 -1.4750  0.3598
H 1.4868 -3.0086 -1.0840  0.4929
H 0.1109 -3.5194 -0.3566  0.3155
H -1.1885 -1.9113 -1.6537  0.1670
H 0.3282 -1.5505 -2.7050  0.3369
H 0.3946 0.5429 -2.7440  0.5563
H -0.0162 2.1153 -2.2939  0.4009
H -1.3250 0.9329 -2.5233  0.2686
H -1.1464 2.1038 -0.1316  0.4572
H -1.4143 0.0101 1.4664  0.9073
H -2.4739 2.5712 1.4644  0.3392
H -2.3517 1.7235 3.0427  0.3669
H -0.6850 3.1724 3.8489  0.3709
H -0.8699 4.0102 2.2630  0.2873
H 1.3400 2.8557 2.8989  0.2966
H -0.2011 0.6134 3.4940  0.3284
H 0.9812 0.1364 2.3543  0.3339
H 0.5652 3.4601 0.3858  0.4843
H 2.3453 1.7769 -0.8300  0.3309
H 2.7397 1.3149 0.8521  0.3047
H 2.8911 3.0045 0.3863  0.4225



Asked for total energy across the records above, the calculation gives -621.8815 -7468.5895 -3309.3547 -2051.4570 -3954.1400 -1456.4983 -1208.0380 -752.4409 Ha in order.